Entry 1:
ORCA calculation (ωB97M-V/def2-TZVPD) on 8 unconnected molecules or ions with the total composition C28H78BINO29P7 in a non-equilibrium geometry.

Values from the calculation:
- max |F| (eV/Å) = 7.9
- LUMO (eV) = -1.59
- SMILES string = NCCCCCBCC(=O)I.COP(=O)(OC)OC.COP(=O)(OC)OC.COP(=O)(OC)OC.COP(=O)(OC)OC.COP(=O)(OC)OC.COP(=O)(OC)OC.COP(=O)(OC)OC
- HOMO-LUMO gap (eV) = 7.41
- electronic energy (eV) = -164959.9902

Cartesian coordinates (Å):
N (2.81, -3.29, -0.13)
C (3.33, -1.95, 0.19)
C (2.41, -0.90, -0.48)
C (1.81, 0.11, 0.52)
C (0.36, 0.47, 0.18)
C (-0.57, -0.76, 0.31)
B (-1.63, -0.89, -0.84)
C (-2.29, -2.35, -1.07)
C (-3.14, -2.60, 0.15)
O (-4.26, -2.23, 0.24)
I (-2.20, -3.66, 1.79)
H (3.43, -3.99, 0.26)
H (1.90, -3.43, 0.27)
H (4.34, -1.90, -0.22)
H (3.32, -1.74, 1.26)
H (1.65, -1.39, -1.08)
H (3.06, -0.31, -1.13)
H (1.77, -0.37, 1.51)
H (2.41, 1.00, 0.64)
H (0.30, 0.97, -0.79)
H (0.05, 1.19, 0.94)
H (-0.01, -1.69, 0.35)
H (-1.17, -0.66, 1.22)
H (-1.97, 0.05, -1.50)
H (-1.45, -3.04, -1.06)
H (-2.88, -2.40, -1.98)
C (-8.63, 0.12, -1.67)
O (-8.62, -0.93, -2.64)
P (-9.43, -2.31, -2.24)
O (-10.78, -1.81, -1.89)
O (-8.52, -2.61, -0.93)
C (-7.11, -2.84, -1.12)
O (-9.75, -3.95, -2.41)
C (-9.89, -4.45, -3.76)
H (-9.13, 0.98, -2.10)
H (-9.12, -0.17, -0.75)
H (-7.59, 0.38, -1.45)
H (-6.56, -2.25, -0.40)
H (-6.79, -2.56, -2.12)
H (-6.90, -3.90, -0.96)
H (-8.97, -4.31, -4.32)
H (-10.72, -3.95, -4.27)
H (-10.11, -5.51, -3.70)
C (3.46, -10.80, 0.03)
O (3.27, -9.75, -0.92)
P (2.73, -8.31, -0.32)
O (3.73, -8.01, 0.74)
O (1.35, -8.95, 0.28)
C (0.43, -9.53, -0.64)
O (2.01, -6.82, -0.50)
C (2.43, -6.02, -1.64)
H (4.51, -11.07, 0.03)
H (3.16, -10.52, 1.04)
H (2.87, -11.66, -0.29)
H (0.10, -10.49, -0.25)
H (0.87, -9.69, -1.63)
H (-0.44, -8.88, -0.74)
H (2.20, -6.54, -2.57)
H (3.49, -5.81, -1.58)
H (1.88, -5.08, -1.62)
C (4.96, -6.22, -7.39)
O (5.90, -5.41, -6.69)
P (5.32, -4.59, -5.36)
O (4.71, -5.72, -4.62)
O (4.23, -3.81, -6.31)
C (4.71, -2.89, -7.28)
O (5.11, -3.40, -4.19)
C (6.26, -3.04, -3.39)
H (5.30, -7.26, -7.34)
H (3.95, -6.15, -6.99)
H (4.94, -5.91, -8.44)
H (4.20, -3.08, -8.23)
H (5.79, -2.99, -7.45)
H (4.49, -1.87, -6.96)
H (7.05, -2.63, -4.02)
H (6.64, -3.91, -2.84)
H (5.96, -2.27, -2.68)
C (-1.25, 3.66, 3.47)
O (-1.54, 4.93, 2.86)
P (-0.31, 5.63, 2.00)
O (0.00, 4.50, 1.07)
O (0.70, 5.67, 3.28)
C (0.35, 6.52, 4.38)
O (0.58, 6.81, 1.20)
C (-0.15, 7.74, 0.37)
H (-1.92, 2.92, 3.04)
H (-0.22, 3.35, 3.33)
H (-1.45, 3.74, 4.54)
H (0.48, 5.96, 5.30)
H (-0.68, 6.86, 4.33)
H (1.01, 7.39, 4.39)
H (-0.86, 8.31, 0.97)
H (-0.69, 7.20, -0.42)
H (0.56, 8.42, -0.08)
C (-6.12, 6.94, 4.95)
O (-6.40, 8.21, 4.35)
P (-5.17, 8.91, 3.48)
O (-4.87, 7.78, 2.56)
O (-4.16, 8.96, 4.77)
C (-4.50, 9.80, 5.87)
O (-4.28, 10.09, 2.68)
C (-5.01, 11.02, 1.85)
H (-6.79, 6.20, 4.51)
H (-5.09, 6.62, 4.80)
H (-6.32, 7.02, 6.02)
H (-4.37, 9.24, 6.79)
H (-5.54, 10.15, 5.82)
H (-3.84, 10.67, 5.88)
H (-5.71, 11.60, 2.45)
H (-5.54, 10.49, 1.06)
H (-4.29, 11.71, 1.41)
C (-1.88, -0.18, 4.97)
O (-2.43, -0.27, 6.29)
P (-1.61, 0.66, 7.39)
O (-1.71, 1.96, 6.70)
O (-0.21, -0.13, 7.12)
C (-0.13, -1.51, 7.48)
O (-1.05, 1.13, 8.90)
C (-2.02, 1.23, 9.96)
H (-2.62, 0.26, 4.31)
H (-0.97, 0.41, 4.93)
H (-1.65, -1.19, 4.62)
H (0.33, -2.06, 6.66)
H (-1.11, -1.95, 7.68)
H (0.50, -1.62, 8.37)
H (-2.47, 0.26, 10.16)
H (-2.79, 1.96, 9.71)
H (-1.49, 1.56, 10.86)
C (5.09, 1.49, -5.87)
O (6.45, 1.60, -6.31)
P (7.60, 1.68, -5.12)
O (7.31, 0.48, -4.31)
O (6.96, 3.04, -4.50)
C (6.94, 4.22, -5.31)
O (9.10, 2.11, -4.50)
C (10.27, 1.75, -5.27)
H (4.70, 0.54, -6.22)
H (5.00, 1.54, -4.79)
H (4.53, 2.31, -6.32)
H (5.95, 4.67, -5.24)
H (7.14, 4.00, -6.36)
H (7.68, 4.93, -4.94)
H (10.25, 2.23, -6.25)
H (10.32, 0.66, -5.40)
H (11.14, 2.08, -4.73)

Entry 2:
ORCA calculation (ωB97M-V/def2-TZVPD) on a single C5H10O molecule in a non-equilibrium geometry.

Values from the calculation:
- max |F| (eV/Å) = 3.7
- LUMO (eV) = 0.90
- SMILES string = C=CC(C)(C)O
- HOMO-LUMO gap (eV) = 10.49
- electronic energy (eV) = -7393.1365

Cartesian coordinates (Å):
C (-2.24, 0.00, 0.02)
C (-1.05, 0.47, 0.27)
C (0.33, -0.03, 0.00)
C (0.98, -0.62, 1.19)
C (1.16, 1.21, -0.48)
O (0.29, -1.00, -1.03)
H (-2.30, -0.86, -0.76)
H (-3.05, 0.48, 0.53)
H (-0.96, 1.42, 0.88)
H (0.43, -1.50, 1.46)
H (2.01, -0.90, 0.88)
H (1.15, 0.08, 2.05)
H (1.05, 2.15, 0.18)
H (0.77, 1.51, -1.40)
H (2.31, 0.85, -0.44)
H (1.13, -1.46, -1.19)

Entry 3:
ORCA calculation (ωB97M-V/def2-TZVPD) on a single C10H10N2 molecule in a non-equilibrium geometry.

Values from the calculation:
- max |F| (eV/Å) = 6.2
- LUMO (eV) = 0.17
- SMILES string = [H]/N=c1/ccn(C)c2ccccc12
- HOMO-LUMO gap (eV) = 7.73
- electronic energy (eV) = -13510.2728

Cartesian coordinates (Å):
H (-0.04, 3.44, 0.26)
N (-0.90, 3.14, -0.10)
C (-0.88, 1.84, -0.08)
C (-2.18, 1.18, -0.09)
C (-2.34, -0.19, -0.22)
N (-1.27, -0.99, -0.15)
C (-1.31, -2.35, 0.23)
C (0.11, -0.47, -0.18)
C (1.30, -1.29, -0.18)
C (2.57, -0.67, -0.21)
C (2.72, 0.68, 0.00)
C (1.65, 1.47, 0.11)
C (0.24, 0.98, -0.03)
H (-3.01, 1.86, 0.02)
H (-3.29, -0.53, -0.24)
H (-1.04, -2.43, 1.38)
H (-2.28, -2.90, 0.07)
H (-0.50, -2.77, -0.39)
H (1.40, -2.36, -0.47)
H (3.44, -1.27, -0.28)
H (3.73, 1.16, 0.25)
H (1.89, 2.47, 0.30)

Entry 4:
ORCA calculation (ωB97M-V/def2-TZVPD) on a single C7H6N6OS molecule in a non-equilibrium geometry.

Values from the calculation:
- max |F| (eV/Å) = 6.8
- LUMO (spin up / spin down) (eV) = 0.41 / -3.47
- HOMO-LUMO gap (spin up / spin down) (eV) = 6.73 / 4.87
- spin multiplicity = 3
- electronic energy (eV) = -29172.3917

Cartesian coordinates (Å):
C (0.12, -1.67, 0.69)
C (0.38, -2.74, 1.50)
C (0.15, -1.05, 2.84)
C (-0.11, -0.56, 1.57)
C (0.88, 1.63, -1.30)
C (-0.79, 0.77, -2.49)
C (-0.22, 0.84, 1.09)
N (1.35, 1.57, -2.55)
N (1.55, 1.81, -0.11)
N (1.13, 1.49, 1.01)
N (0.32, 1.07, -3.23)
N (-1.11, 1.04, -0.03)
N (-0.39, 1.09, -1.25)
O (0.38, -2.37, 2.80)
S (-2.21, 0.20, -3.09)
H (0.24, -1.59, -0.35)
H (0.27, -3.72, 1.34)
H (0.22, -0.69, 3.92)
H (-0.77, 1.46, 1.96)
H (0.33, 1.19, -4.29)
H (-1.73, 0.25, -0.03)

Entry 5:
ORCA calculation (ωB97M-V/def2-TZVPD) on a molecular structure, C51H76BN6O3S4SbSiTi.

Values from the calculation:
- max |F| (eV/Å) = 0.5
- total charge = +2
- LUMO (eV) = -5.79
- HOMO-LUMO gap (eV) = 6.93
- electronic energy (eV) = -150751.7857

Cartesian coordinates (Å):
Ti (0.35, 0.02, 0.21)
C (4.25, 5.05, -1.16)
C (3.13, 4.02, -1.05)
C (3.38, 2.87, -2.02)
C (1.81, 4.72, -1.33)
N (3.17, 3.45, 0.35)
C (4.30, 3.49, 1.13)
C (4.03, 2.83, 2.28)
N (2.74, 2.37, 2.21)
B (2.16, 1.55, 3.38)
N (2.61, 0.06, 3.31)
C (2.96, -0.57, 4.48)
C (3.60, -1.71, 4.16)
N (3.66, -1.79, 2.78)
C (3.02, -0.71, 2.28)
S (2.72, -0.36, 0.59)
C (4.58, -2.83, 2.17)
C (4.59, -2.85, 0.65)
C (4.17, -4.21, 2.69)
C (5.99, -2.48, 2.66)
N (0.64, 1.74, 3.63)
C (0.22, 2.79, 4.43)
C (-1.08, 2.60, 4.73)
N (-1.48, 1.42, 4.13)
C (-0.42, 0.93, 3.44)
S (-0.41, -0.52, 2.49)
C (-2.77, 0.72, 4.48)
C (-3.69, 1.73, 5.17)
C (-2.43, -0.42, 5.44)
C (-3.47, 0.20, 3.23)
C (2.24, 2.72, 1.02)
S (0.60, 2.35, 0.55)
H (4.16, 5.54, -2.13)
H (5.24, 4.60, -1.13)
H (4.18, 5.82, -0.39)
H (3.39, 3.25, -3.04)
H (2.59, 2.12, -1.94)
H (4.34, 2.39, -1.81)
H (1.93, 5.32, -2.23)
H (1.53, 5.40, -0.52)
H (1.00, 4.02, -1.50)
H (5.19, 4.01, 0.83)
H (4.64, 2.68, 3.15)
H (2.69, 1.99, 4.36)
H (2.75, -0.14, 5.44)
H (4.06, -2.45, 4.80)
H (3.61, -3.04, 0.22)
H (5.25, -3.65, 0.35)
H (4.98, -1.92, 0.24)
H (3.21, -4.52, 2.27)
H (4.11, -4.27, 3.77)
H (4.92, -4.93, 2.37)
H (6.25, -1.46, 2.38)
H (6.71, -3.16, 2.20)
H (6.09, -2.58, 3.74)
H (0.90, 3.57, 4.72)
H (-1.74, 3.19, 5.33)
H (-3.29, 2.07, 6.12)
H (-4.63, 1.22, 5.38)
H (-3.90, 2.58, 4.53)
H (-1.96, -0.04, 6.34)
H (-1.77, -1.14, 4.97)
H (-3.35, -0.94, 5.72)
H (-3.44, 0.95, 2.43)
H (-4.52, 0.01, 3.46)
H (-3.04, -0.72, 2.86)
C (-1.66, -3.43, 0.62)
C (-0.20, -3.41, 0.24)
C (0.12, -4.53, -0.74)
C (0.71, -3.52, 1.44)
O (0.06, -2.07, -0.42)
Si (0.22, -1.88, -2.11)
S (0.69, 0.18, -2.05)
O (1.44, -2.76, -2.66)
C (2.61, -2.65, -3.53)
C (2.25, -1.90, -4.80)
C (3.02, -4.08, -3.83)
C (3.70, -1.92, -2.76)
O (-1.24, -2.20, -2.67)
C (-1.89, -2.56, -3.92)
C (-1.60, -1.47, -4.95)
C (-1.38, -3.92, -4.37)
C (-3.37, -2.61, -3.59)
H (-1.92, -4.42, 1.00)
H (-2.30, -3.21, -0.24)
H (-1.86, -2.71, 1.42)
H (-0.10, -5.48, -0.24)
H (1.17, -4.53, -1.02)
H (-0.49, -4.49, -1.64)
H (0.41, -2.87, 2.26)
H (0.68, -4.55, 1.81)
H (1.73, -3.28, 1.16)
H (1.48, -2.43, -5.35)
H (3.13, -1.83, -5.44)
H (1.92, -0.88, -4.58)
H (2.24, -4.59, -4.39)
H (3.21, -4.62, -2.91)
H (3.93, -4.09, -4.43)
H (3.38, -0.92, -2.46)
H (4.59, -1.83, -3.38)
H (3.97, -2.48, -1.86)
H (-0.53, -1.43, -5.17)
H (-1.91, -0.50, -4.57)
H (-2.13, -1.67, -5.88)
H (-0.30, -3.91, -4.52)
H (-1.85, -4.19, -5.32)
H (-1.63, -4.69, -3.65)
H (-3.70, -1.64, -3.22)
H (-3.57, -3.36, -2.83)
H (-3.95, -2.85, -4.48)
C (-2.81, 2.42, -5.23)
C (-3.81, 1.71, -4.57)
C (-3.64, 1.36, -3.24)
C (-2.49, 1.71, -2.55)
C (-1.49, 2.42, -3.22)
C (-1.65, 2.77, -4.55)
Sb (-2.28, 1.29, -0.49)
C (-4.16, 0.39, -0.15)
C (-5.33, 1.13, -0.34)
C (-6.56, 0.53, -0.16)
C (-6.65, -0.81, 0.20)
C (-5.49, -1.55, 0.39)
C (-4.25, -0.95, 0.22)
C (-2.68, 3.22, 0.30)
C (-3.66, 3.42, 1.27)
C (-3.91, 4.70, 1.76)
C (-3.21, 5.79, 1.27)
C (-2.25, 5.60, 0.28)
C (-1.99, 4.32, -0.20)
H (-2.94, 2.70, -6.26)
H (-4.71, 1.44, -5.09)
H (-4.43, 0.81, -2.74)
H (-0.57, 2.70, -2.71)
H (-0.87, 3.32, -5.06)
H (-5.28, 2.17, -0.63)
H (-7.47, 1.11, -0.32)
H (-7.62, -1.27, 0.33)
H (-5.55, -2.59, 0.67)
H (-3.35, -1.53, 0.36)
H (-4.25, 2.60, 1.65)
H (-4.68, 4.84, 2.51)
H (-3.42, 6.78, 1.64)
H (-1.71, 6.44, -0.12)
H (-1.25, 4.20, -0.98)

Entry 6:
ORCA calculation (ωB97M-V/def2-TZVPD) on a molecular structure, C42H62BrFeN7O2PSi.

Values from the calculation:
- max |F| (eV/Å) = 0.7
- total charge = +1
- LUMO (spin up / spin down) (eV) = -1.88 / -1.89
- HOMO-LUMO gap (spin up / spin down) (eV) = 7.18 / 7.24
- spin multiplicity = 5
- electronic energy (eV) = -180680.1913

Cartesian coordinates (Å):
Fe (-0.13, 0.24, -0.18)
C (-1.00, -1.96, 6.16)
C (-0.38, -1.39, 4.91)
C (0.63, -2.07, 4.23)
C (1.17, -1.59, 3.06)
C (0.74, -0.38, 2.50)
N (1.25, 0.10, 1.27)
C (2.63, 0.28, 1.30)
C (3.29, 0.74, 2.46)
C (4.66, 0.94, 2.50)
C (5.46, 0.74, 1.38)
C (6.94, 1.02, 1.40)
C (4.83, 0.30, 0.22)
C (3.45, 0.05, 0.19)
N (2.90, -0.43, -1.03)
C (3.56, -1.15, -1.96)
C (2.90, -1.00, -3.15)
C (1.83, -0.16, -2.85)
N (1.81, 0.17, -1.56)
C (-0.25, 0.30, 3.20)
C (-0.82, -0.19, 4.37)
N (-0.70, 1.57, 2.71)
C (-0.86, 2.69, 3.43)
C (-1.43, 3.63, 2.60)
C (-1.57, 2.97, 1.38)
N (-1.13, 1.72, 1.45)
H (-0.32, -2.63, 6.67)
H (-1.91, -2.53, 5.92)
H (-1.28, -1.17, 6.86)
H (0.99, -3.01, 4.63)
H (1.95, -2.14, 2.54)
H (2.71, 0.93, 3.35)
H (5.11, 1.29, 3.42)
H (7.38, 0.69, 2.35)
H (7.14, 2.08, 1.31)
H (7.45, 0.50, 0.59)
H (5.40, 0.16, -0.68)
H (4.46, -1.68, -1.70)
H (3.15, -1.44, -4.10)
H (1.06, 0.19, -3.52)
H (-1.60, 0.38, 4.86)
H (-0.55, 2.73, 4.46)
H (-1.68, 4.65, 2.84)
H (-1.96, 3.36, 0.46)
C (-4.26, -2.27, 2.37)
O (-2.87, -2.17, 2.04)
C (-2.46, -1.31, 1.12)
O (-1.28, -1.27, 0.82)
N (-3.41, -0.53, 0.52)
N (-2.98, 0.35, -0.47)
H (-4.32, -3.09, 3.08)
H (-4.85, -2.51, 1.49)
H (-4.61, -1.36, 2.85)
H (-4.32, -0.43, 0.92)
H (-3.09, 1.31, -0.16)
H (-3.49, 0.18, -1.32)
C (-3.38, -5.78, -2.44)
C (-2.83, -4.45, -1.89)
C (-4.02, -3.65, -1.33)
C (-1.91, -4.76, -0.69)
Si (-1.93, -3.48, -3.27)
Br (-0.70, -1.91, -2.15)
C (-3.10, -2.47, -4.40)
C (-4.21, -3.37, -4.97)
C (-2.33, -1.87, -5.59)
C (-3.76, -1.29, -3.67)
C (-0.61, -4.48, -4.20)
C (0.16, -5.38, -3.22)
C (-1.27, -5.38, -5.27)
C (0.44, -3.59, -4.89)
H (-3.95, -6.29, -1.64)
H (-2.59, -6.46, -2.75)
H (-4.06, -5.64, -3.28)
H (-4.45, -4.21, -0.49)
H (-4.81, -3.49, -2.06)
H (-3.70, -2.67, -0.94)
H (-2.50, -5.29, 0.07)
H (-1.51, -3.86, -0.23)
H (-1.07, -5.40, -0.96)
H (-3.81, -4.22, -5.54)
H (-4.83, -2.79, -5.66)
H (-4.87, -3.77, -4.20)
H (-1.94, -2.63, -6.26)
H (-1.49, -1.25, -5.25)
H (-3.00, -1.23, -6.16)
H (-4.43, -1.60, -2.87)
H (-4.35, -0.71, -4.39)
H (-2.99, -0.63, -3.25)
H (-0.46, -6.16, -2.78)
H (0.63, -4.81, -2.42)
H (0.97, -5.89, -3.77)
H (-2.03, -6.04, -4.85)
H (-0.50, -6.01, -5.72)
H (-1.72, -4.80, -6.07)
H (1.00, -2.99, -4.17)
H (0.01, -2.92, -5.64)
H (1.15, -4.24, -5.41)
C (-1.74, 3.68, -1.96)
P (-0.60, 2.23, -2.00)
C (-1.08, 1.61, -3.66)
C (0.98, 3.11, -2.16)
C (1.40, 3.74, -3.33)
C (2.61, 4.42, -3.37)
C (3.40, 4.48, -2.23)
C (2.99, 3.87, -1.06)
C (1.78, 3.18, -1.03)
H (-1.68, 4.20, -2.92)
H (-1.45, 4.38, -1.18)
H (-2.78, 3.38, -1.81)
H (-0.61, 2.16, -4.48)
H (-2.16, 1.74, -3.76)
H (-0.87, 0.55, -3.77)
H (0.79, 3.71, -4.23)
H (2.93, 4.90, -4.28)
H (4.35, 5.01, -2.26)
H (3.60, 3.91, -0.17)
H (1.48, 2.68, -0.11)